The following is a DFT calculation (ωB97M-V with the def2-TZVPD basis set) of a cluster of 2 separate species, C2H6OS4 in total at a distorted geometry.

ORCA input file:
```
! wB97M-V def2-TZVPD RIJCOSX def2/J DEFGRID3
* xyz 0 1
C -1.29804 0.42528 -0.42801
C 1.47528 -0.41506 -0.43370
O -0.25526 0.48363 0.34496
S -2.87050 0.84031 0.53762
S -1.72812 -1.39286 -0.80140
S 2.30130 1.04360 -0.79922
S 1.90062 -1.48643 0.83459
H -1.09649 0.83660 -1.46677
H 1.06342 -0.81354 -1.40897
H -2.19651 1.80696 1.41364
H -2.35242 -1.55251 0.39594
H 3.34612 0.81261 -0.01157
H 1.71059 -0.58860 1.82287
*
```

DFT total energy: -47556.178 eV
energy relative to the best compared isomer or geometry (same formula, charge and spin): 1.778 eV
highest occupied orbital energy: -8.545 eV

=====

The following is a DFT calculation (ωB97M-V with the def2-TZVPD basis set) of the molecule C2H6P2S at a distorted geometry.

ORCA input file:
```
! wB97M-V def2-TZVPD RIJCOSX def2/J DEFGRID3
* xyz 0 1
P -2.96488 0.34640 -0.05533
C -1.15000 0.31031 0.02507
C -0.40190 -0.77605 -0.00682
S 1.47061 -0.76971 -0.04936
P 3.34798 0.80738 -0.01428
H -3.13136 0.94428 1.19627
H -3.16807 -0.93342 0.45140
H -0.68924 1.29090 0.01188
H -0.70186 -1.80554 -0.03107
H 3.30910 0.96125 -1.40331
H 4.07960 -0.37579 -0.12445
*
```

structure (SMILES): P/C=C/SP
DFT total energy: -31581.081 eV
energy relative to the best compared isomer or geometry (same formula, charge and spin): 1.929 eV
highest occupied orbital energy: -8.177 eV

=====

The following is a DFT calculation (ωB97M-V with the def2-TZVPD basis set) of a cluster of 2 separate species, C2H6S in total at a distorted geometry.

ORCA input file:
```
! wB97M-V def2-TZVPD RIJCOSX def2/J DEFGRID3
* xyz 0 1
C 1.72365 0.79128 3.39770
C 1.53154 1.32448 2.02950
H 2.42264 1.33407 3.93040
H 1.29139 -0.16783 3.67258
H 1.83639 2.32505 1.76391
H 1.68426 0.60314 1.18558
S -3.40024 -1.53106 -5.06397
H -4.26292 -2.44604 -4.89231
H -2.82671 -2.23308 -6.02338
*
```

structure (SMILES): C=C.S
DFT total energy: -13003.861 eV
energy relative to the best compared isomer or geometry (same formula, charge and spin): 2.533 eV
highest occupied orbital energy: -9.122 eV

=====

The following is a DFT calculation (ωB97M-V with the def2-TZVPD basis set) of a structure of composition C2H6S at a distorted geometry.

ORCA input file:
```
! wB97M-V def2-TZVPD RIJCOSX def2/J DEFGRID3
* xyz 0 1
C 1.42682 -0.91227 0.14003
C 0.44697 -0.02125 -0.62832
S -1.03635 0.50440 0.23978
H 2.29495 -1.21720 -0.45711
H 1.79211 -0.46122 1.06416
H 0.90947 -1.81817 0.50313
H 0.23346 -0.59197 -1.59023
H 0.93483 0.80347 -1.14980
H 0.28729 1.47151 0.94281
*
```

DFT total energy: -13004.550 eV
energy relative to the best compared isomer or geometry (same formula, charge and spin): 1.843 eV
highest occupied orbital energy: -9.192 eV

=====

The following is a DFT calculation (ωB97M-V with the def2-TZVPD basis set) of a cluster of 2 separate species, C2H6S2 in total at a distorted geometry.

ORCA input file:
```
! wB97M-V def2-TZVPD RIJCOSX def2/J DEFGRID3
* xyz 0 1
C -0.54761 -0.71632 -0.15661
C 0.53674 0.37183 -0.12057
H -2.71799 1.07901 -0.76481
H -0.47679 -1.20849 -1.07346
H -0.42622 -1.24385 0.75169
H 0.43688 1.13404 0.73733
H 0.53357 0.97026 -0.97669
H 2.65346 0.15779 1.64909
S -2.30911 -0.22978 0.06582
S 2.31707 -0.31448 -0.11179
*
```

DFT total energy: -23838.757 eV
energy relative to the best compared isomer or geometry (same formula, charge and spin): 3.056 eV
highest occupied orbital energy: -9.221 eV

=====

The following is a DFT calculation (ωB97M-V with the def2-TZVPD basis set) of a cluster of 2 separate species, C2H6Se in total at a distorted geometry.

ORCA input file:
```
! wB97M-V def2-TZVPD RIJCOSX def2/J DEFGRID3
* xyz 0 1
C -0.34501 -0.00221 1.04456
C -0.60487 0.08465 -0.42276
Se -0.94567 1.71189 -1.06334
H -0.89084 0.77539 1.62196
H -0.62281 -1.00799 1.39751
H 0.81182 0.21970 1.29614
H 1.64305 -1.75324 -0.61824
H 1.78579 -1.06134 -0.83567
H -0.83146 1.03315 -2.42015
*
```

DFT total energy: -67512.897 eV
energy relative to the best compared isomer or geometry (same formula, charge and spin): 3.791 eV
highest occupied orbital energy: -8.068 eV

=====

The following is a DFT calculation (ωB97M-V with the def2-TZVPD basis set) of the molecule C2H6Se at a distorted geometry.

ORCA input file:
```
! wB97M-V def2-TZVPD RIJCOSX def2/J DEFGRID3
* xyz 0 1
C -0.84173 -0.36411 -0.65316
C 0.22662 -0.29139 0.44984
Se 0.93286 1.45466 1.17981
H -1.66126 0.19322 -0.28520
H -0.49058 0.14235 -1.66377
H -1.31754 -1.40633 -0.83222
H 1.35619 -0.96518 0.21765
H -0.04823 -0.73049 1.47177
H 1.84367 1.96727 0.11528
*
```

structure (SMILES): CC[SeH]
DFT total energy: -67515.945 eV
energy relative to the best compared isomer or geometry (same formula, charge and spin): 0.743 eV
highest occupied orbital energy: -8.734 eV

=====

The following is a DFT calculation (ωB97M-V with the def2-TZVPD basis set) of the molecule C2H6Se at a distorted geometry.

ORCA input file:
```
! wB97M-V def2-TZVPD RIJCOSX def2/J DEFGRID3
* xyz 0 1
C -0.69346 -0.69873 0.56426
C 0.53247 -0.06267 -0.03336
Se 0.01878 1.18774 -1.48096
H -1.47547 0.12686 0.73097
H -1.11769 -1.40608 -0.26955
H -0.52514 -1.21725 1.55705
H 1.26756 -0.85840 -0.47763
H 1.16588 0.55791 0.77077
H 0.82707 2.37062 -1.36156
*
```

structure (SMILES): CC[SeH]
DFT total energy: -67516.517 eV
energy relative to the best compared isomer or geometry (same formula, charge and spin): 0.171 eV
highest occupied orbital energy: -8.718 eV

=====

The following is a DFT calculation (ωB97M-V with the def2-TZVPD basis set) of a cluster of 2 separate species, C2H7BO2S in total at a distorted geometry.

ORCA input file:
```
! wB97M-V def2-TZVPD RIJCOSX def2/J DEFGRID3
* xyz 0 3
B 0.18362 -0.04925 1.25296
C -0.93503 -0.61847 0.39185
C -0.43088 0.36092 -1.45188
O 1.40143 -0.54680 1.09144
O -0.10556 1.09410 1.93415
S 0.14549 -0.89609 -2.56401
H -0.95181 -1.73968 0.02069
H -1.97796 -0.13440 0.52232
H -1.39861 0.91690 -1.73159
H 0.40284 0.95142 -1.17330
H 2.01282 0.17094 1.36842
H 0.40940 1.81913 2.12966
H 1.24426 -1.32871 -1.79070
*
```

DFT total energy: -17791.031 eV
expectation value of S²: 2.01
energy relative to the best compared isomer or geometry (same formula, charge and spin): 1.602 eV
highest occupied orbital energy (alpha / beta): -5.385 / -10.075 eV

=====

The following is a DFT calculation (ωB97M-V with the def2-TZVPD basis set) of a cluster of 2 separate species, C2H7BrNOP in total at a distorted geometry.

ORCA input file:
```
! wB97M-V def2-TZVPD RIJCOSX def2/J DEFGRID3
* xyz 0 1
C 0.13456 1.06329 0.18289
N 0.57571 -0.30939 -0.06789
C 2.01901 -0.56626 -0.19077
P -0.51315 -1.57414 -0.06391
O -1.84024 -0.90352 0.12990
H -0.03094 1.37644 -0.89700
H -0.69698 0.86868 0.77942
H 0.88948 1.59298 0.71456
H 2.29055 0.10794 -0.98361
H 2.58025 -0.38466 0.72100
H 2.25769 -1.69078 -0.52119
Br -4.26400 0.70223 -0.08178
H -3.40196 -0.28280 0.27837
*
```

structure (SMILES): CN(C)P=O.Br
DFT total energy: -85056.300 eV
energy relative to the best compared isomer or geometry (same formula, charge and spin): 0.313 eV
highest occupied orbital energy: -9.804 eV

=====

The following is a DFT calculation (ωB97M-V with the def2-TZVPD basis set) of a cluster of 2 separate species, C2H7BrSi in total at a distorted geometry.

ORCA input file:
```
! wB97M-V def2-TZVPD RIJCOSX def2/J DEFGRID3
* xyz 0 1
C 1.39630 0.26823 0.98234
C -1.36491 -0.64606 -0.46690
Si 0.48224 -0.85208 -0.22766
Br -1.27072 3.12436 -1.31480
H 0.68761 0.94062 1.46855
H 1.92891 -0.28141 1.75492
H 2.11720 0.89517 0.46157
H -1.78052 -1.39841 -1.13338
H -1.89752 -0.70379 0.48181
H -1.57234 0.34164 -0.89026
H 1.27375 -1.68826 -1.11620
*
```

DFT total energy: -80105.285 eV
energy relative to the best compared isomer or geometry (same formula, charge and spin): 3.074 eV
highest occupied orbital energy (alpha / beta): -6.986 / -6.985 eV

=====

The following is a DFT calculation (ωB97M-V with the def2-TZVPD basis set) of a cluster of 2 separate species, C2H7ClSi in total at a distorted geometry.

ORCA input file:
```
! wB97M-V def2-TZVPD RIJCOSX def2/J DEFGRID3
* xyz 0 1
C -1.89895 0.41032 0.60962
C 2.12127 -1.05842 -0.02976
Si -0.56056 0.65942 -0.70384
Cl 3.45140 0.04359 -0.01300
H -1.58411 -0.29925 1.37092
H -2.13021 1.34671 1.11247
H -2.82195 0.03229 0.17350
H 1.92314 -1.47109 0.94800
H 2.19503 -1.77392 -0.83687
H 0.18710 1.89699 -0.58324
H -0.88216 0.21336 -2.04781
*
```

DFT total energy: -22584.030 eV
energy relative to the best compared isomer or geometry (same formula, charge and spin): 4.467 eV
highest occupied orbital energy (alpha / beta): -8.267 / -7.218 eV

=====

The following is a DFT calculation (ωB97M-V with the def2-TZVPD basis set) of a cluster of 2 separate species, C2H7FNOP in total at a distorted geometry.

ORCA input file:
```
! wB97M-V def2-TZVPD RIJCOSX def2/J DEFGRID3
* xyz 0 1
C 1.29514 -1.09864 -0.36178
C 0.41974 0.96896 0.48252
N -0.43502 1.51587 -0.49023
O 0.40426 -0.46373 0.52491
F -3.53060 0.09547 -0.12772
P -2.07473 -0.62055 -0.02947
H 2.33215 -0.86704 -0.09698
H 1.11603 -0.80555 -1.40305
H 1.12215 -2.16728 -0.25309
H 1.46200 1.31708 0.35450
H 0.06174 1.28435 1.47160
H -0.17304 1.21330 -1.42686
H -1.99981 -0.37223 1.35565
*
```

DFT total energy: -17728.450 eV
energy relative to the best compared isomer or geometry (same formula, charge and spin): 5.106 eV
highest occupied orbital energy (alpha / beta): -9.545 / -8.446 eV

=====

The following is a DFT calculation (ωB97M-V with the def2-TZVPD basis set) of a cluster of 2 separate species, C2H7FP2 in total at a distorted geometry.

ORCA input file:
```
! wB97M-V def2-TZVPD RIJCOSX def2/J DEFGRID3
* xyz 0 1
C 0.11128 -1.41858 -0.79777
C 0.95503 -0.19794 -1.13647
F -0.10712 -0.63323 2.31445
P -1.45773 1.57987 0.93207
P 0.47970 0.74000 1.76587
H -0.88455 -1.12569 -0.60731
H 0.05977 -2.15714 -1.71914
H 0.44802 -1.95232 0.05367
H 0.50584 0.74307 -1.61936
H 2.01694 -0.25574 -0.95444
H -0.74543 2.15331 -0.15922
H -1.38175 2.52436 1.92765
*
```

DFT total energy: -23479.593 eV
energy relative to the best compared isomer or geometry (same formula, charge and spin): 1.920 eV
highest occupied orbital energy (alpha / beta): -8.222 / -8.110 eV

=====

The following is a DFT calculation (ωB97M-V with the def2-TZVPD basis set) of a cluster of 2 separate species, C2H7IN3 in total at a distorted geometry.

ORCA input file:
```
! wB97M-V def2-TZVPD RIJCOSX def2/J DEFGRID3
* xyz 1 1
C -1.34662 -0.88074 0.50831
C -0.54096 0.04260 -1.64576
N -0.92233 -0.15678 -0.32252
N -1.59527 -1.50305 1.60068
N 2.17324 0.94553 0.53114
I 1.83228 2.50373 -0.82238
H -0.49914 -0.96972 -2.17578
H 0.43049 0.46027 -1.61249
H -1.24501 0.69094 -2.01713
H -0.97160 -1.53592 2.42460
H -2.56952 -1.46881 1.87948
H 2.22349 1.31647 1.46453
H 3.03095 0.55548 0.18732
*
```

DFT total energy: -14749.577 eV
energy relative to the best compared isomer or geometry (same formula, charge and spin): 1.875 eV
highest occupied orbital energy: -12.370 eV

=====

The following is a DFT calculation (ωB97M-V with the def2-TZVPD basis set) of a cluster of 2 separate species, C2H7IP2 in total at a distorted geometry.

ORCA input file:
```
! wB97M-V def2-TZVPD RIJCOSX def2/J DEFGRID3
* xyz 0 1
C -1.21298 -1.21248 1.03773
C 1.50598 1.54439 -0.95627
P 0.85693 -1.42566 -0.57920
P 1.64369 0.24614 0.43515
I 4.05580 -0.06315 0.07970
H -0.67582 -1.36545 1.95258
H -1.98865 -1.99658 0.75110
H -1.48815 -0.24053 0.94020
H 0.47745 1.86014 -1.17856
H 1.95867 0.98272 -1.69410
H 2.18849 2.27897 -0.72172
H 1.21754 -2.31410 0.42828
*
```

DFT total energy: -28863.550 eV
energy relative to the best compared isomer or geometry (same formula, charge and spin): 1.803 eV
highest occupied orbital energy: -8.400 eV

=====

The following is a DFT calculation (ωB97M-V with the def2-TZVPD basis set) of a cluster of 2 separate species, C2H7N in total at a distorted geometry.

ORCA input file:
```
! wB97M-V def2-TZVPD RIJCOSX def2/J DEFGRID3
* xyz 0 1
C 3.97853 0.02804 -0.65398
N 4.82811 -0.68316 0.01462
H 3.02019 0.45687 -0.39778
H 4.53902 0.46455 -1.50382
H 5.73397 -0.24996 -0.16262
C -7.08763 0.42292 0.59010
H -6.18287 -0.19072 0.56491
H -7.93928 -0.25583 0.64291
H -7.33066 0.99156 -0.31726
H -7.06273 1.09633 1.44808
*
```

structure (SMILES): C=N.C
DFT total energy: -3675.552 eV
energy relative to the best compared isomer or geometry (same formula, charge and spin): 1.930 eV
highest occupied orbital energy: -9.590 eV

=====

The following is a DFT calculation (ωB97M-V with the def2-TZVPD basis set) of a cluster of 2 separate species, C2H7N2 in total at a distorted geometry.

ORCA input file:
```
! wB97M-V def2-TZVPD RIJCOSX def2/J DEFGRID3
* xyz 1 1
C -0.10042 -0.53220 0.57722
C 0.13603 1.20487 -1.44908
N -0.79928 0.17189 1.39587
N 0.55352 -1.64047 0.58725
H -0.82472 1.54914 -1.09031
H 1.08398 1.58954 -1.02559
H 0.12024 0.39361 -2.12561
H -1.20561 0.99577 0.96086
H -1.23051 -0.18366 2.20614
H 1.38453 -1.78968 -0.07302
H 0.90527 -1.93972 1.48491
*
```

DFT total energy: -5157.187 eV
energy relative to the best compared isomer or geometry (same formula, charge and spin): 4.279 eV
highest occupied orbital energy (alpha / beta): -13.989 / -14.839 eV

=====

The following is a DFT calculation (ωB97M-V with the def2-TZVPD basis set) of the ion C2H7N2 with charge +1 at a distorted geometry.

ORCA input file:
```
! wB97M-V def2-TZVPD RIJCOSX def2/J DEFGRID3
* xyz 1 1
C -1.74418 0.54987 -1.01516
N -0.66263 0.42181 -0.37605
C 0.18727 -0.62850 -0.03918
N 1.39991 0.12701 0.86076
H -2.08554 1.58349 -1.09522
H -2.35008 -0.39714 -1.29481
H -0.23195 -1.42070 0.66378
H 0.72620 -1.03713 -0.92944
H 1.82021 1.04719 0.47802
H 2.03762 -0.56843 1.01327
H 0.90317 0.32254 1.73403
*
```

structure (SMILES): C=NC[NH3+]
DFT total energy: -5159.292 eV
energy relative to the best compared isomer or geometry (same formula, charge and spin): 2.174 eV
highest occupied orbital energy: -14.427 eV

=====

The following is a DFT calculation (ωB97M-V with the def2-TZVPD basis set) of the ion C2H7N2 with charge +2 at a distorted geometry.

ORCA input file:
```
! wB97M-V def2-TZVPD RIJCOSX def2/J DEFGRID3
* xyz 2 2
C 0.26321 -0.26112 0.63889
C -0.07227 0.30806 -0.56227
N -1.46803 0.46741 -0.93694
N 1.49810 -0.56113 0.98632
H -0.50461 -0.50013 1.36497
H 0.66768 0.53076 -1.31917
H -2.12100 0.47956 -0.13852
H -1.61930 1.35426 -1.43710
H -1.72994 -0.26864 -1.61365
H 2.30393 -0.34482 0.39916
H 1.73885 -0.92370 1.91315
*
```

DFT total energy: -5147.317 eV
expectation value of S²: 0.77
energy relative to the best compared isomer or geometry (same formula, charge and spin): 0.000 eV
highest occupied orbital energy (alpha / beta): -21.428 / -24.074 eV